ORCA calculation (the ωB97M-V functional and the def2-TZVPD basis) on one molecule with the formula C22H31N3O4.

Each line ends with the Mulliken charge.
Atoms and positions in Å:
C  0.34369  -3.43198  0.51165  0.412
H  0.80822  -0.09988  -3.60279  0.404
H  -2.02366  0.32238  2.36010  0.459
N  1.29029  -5.46146  2.14949  -0.613
H  -4.71749  3.45122  -1.64691  0.378
H  3.29058  -2.12539  1.35553  0.553
C  2.03837  3.65669  0.20803  -0.984
C  -0.15030  0.06578  1.49933  0.334
H  -0.21793  -6.63998  1.40950  0.365
C  0.72283  3.80218  0.92592  -0.381
H  3.68330  -0.53854  -0.62796  0.687
C  1.57016  -1.94790  -2.70934  -0.447
C  1.93948  -0.71934  0.50240  -0.079
C  2.65487  -2.10172  -1.64099  -0.961
C  2.14959  0.28477  -1.90694  -0.189
H  2.50440  -0.43490  -3.93483  0.326
C  -3.62349  1.78965  1.14426  -1.301
H  -3.15192  1.85844  -2.57224  0.338
O  0.36135  0.20354  2.60320  -0.701
H  1.31599  0.86984  -1.52253  -0.185
N  -3.22044  2.00977  -1.57631  -0.174
C  2.22120  -1.90271  1.43077  -2.133
C  1.86272  -4.26628  2.11494  -0.605
N  0.52746  -0.37502  0.42807  1.128
C  1.45021  -3.20235  1.31589  0.550
H  2.48359  2.68319  0.41148  0.096
H  2.72145  -4.14189  2.77065  0.407
H  2.50924  -2.97393  -1.00808  0.331
H  0.27105  4.77947  0.75094  0.324
H  -1.13344  -4.87525  -0.08791  0.414
H  2.72627  4.42891  0.55306  0.459
H  -3.56668  2.02050  2.20611  0.464
H  -5.26326  1.83866  -1.18406  0.300
C  -4.45865  2.57184  -1.05718  -0.687
H  1.66971  -2.66503  -3.52510  0.526
H  1.91295  3.76058  -0.86978  0.261
C  2.64191  -0.76127  -0.87536  0.037
H  -4.20350  0.86494  1.04617  0.427
C  1.72628  -0.49677  -3.17025  -0.946
C  0.23629  -5.65541  1.36626  -0.338
O  -1.67740  3.51036  1.91649  -0.625
H  -2.09919  -0.60876  0.87265  0.415
H  -0.04493  -2.65920  -0.13192  0.645
C  -2.20753  1.54214  0.62779  2.891
O  -1.38570  0.74707  -1.51485  -0.637
C  -2.22354  1.39322  -0.89975  -0.204
O  -0.17091  2.78058  0.43535  -0.130
C  -0.27152  -4.67408  0.53496  -1.126
H  0.57862  -2.09121  -2.26925  0.040
H  3.62535  -2.22607  -2.12825  0.459
H  2.06007  -1.53970  2.44875  0.721
C  -4.30811  2.92251  0.40401  -0.669
H  -3.72815  3.84044  0.51767  0.303
H  0.83844  3.67790  2.00240  0.348
H  0.05753  -0.31885  -0.46577  -0.020
C  -1.66006  0.28039  1.33390  -2.160
C  -1.34408  2.73380  1.05923  -0.299
H  -5.29339  3.11858  0.82848  0.410
H  2.94215  0.99723  -2.13683  0.375
H  2.40963  0.12838  1.01977  0.011

Forces on atoms 1 to 6 (eV/Å):
C -0.0234 -0.0232 -0.0320
H 0.0076 0.0256 -0.0232
H 0.0081 -0.0043 0.0089
N 0.1031 -0.0288 0.1059
H 0.0012 0.0087 -0.0164
H -0.0102 -0.0126 -0.0215

Output
- Strongest force on any atom: 0.62 eV/A
- ΔE to the lowest compared entry with this formula, charge and spin: 20.9 kcal/mol
- HOMO energy: -9.1 eV
- Electronic energy: -35979.3817 eV